C4H8O2 in the gas phase, computed with the ωB97M-V functional and the def2-TZVPD basis.

```
14
C4H8O2, DFT the ωB97M-V functional and the def2-TZVPD basis
C 1.60 -0.87 0.77
C 0.53 -0.16 1.11
C 0.12 1.13 0.43
O -1.19 1.05 -0.10
C -1.33 0.13 -1.15
O -1.29 -1.21 -0.77
H 1.84 -1.81 1.26
H 2.26 -0.54 -0.03
H -0.15 -0.51 1.89
H 0.09 1.95 1.16
H 0.85 1.39 -0.35
H -2.33 0.30 -1.56
H -0.57 0.34 -1.93
H -0.38 -1.42 -0.54
```

Properties
2S+1: 1
Net charge: 0
Lowest unoccupied orbital energy, eV: 1.01
SMILES string: C=CCOCO
Relative energy (zero: lowest compared OMol25 entry of this formula, charge and spin), kJ/mol: 183.98

So, what does the natural (NBO) scheme give us? The charges, in e, come out as: C -0.421; C -0.201; C -0.114; O -0.525; C 0.217; O -0.722; H 0.208; H 0.195; H 0.214; H 0.205; H 0.165; H 0.173; H 0.124; H 0.481